Entry 1:
ORCA calculation (ωB97M-V/def2-TZVPD) on C6H10O3 as an isolated structure at a distorted geometry.

Structure (XYZ):
```
19
Properties=species:S:1:pos:R:3:forces:R:3:mulliken_charge:R:1
C -0.7861 -0.9915 0.1876 0.53 -0.82 -0.07 0.541
C 0.4107 -0.9966 -0.5785 -0.61 -0.09 0.52 0.236
C 1.3109 0.6768 -0.4610 -0.81 0.75 0.59 -0.066
C -2.0459 -1.5495 -0.4261 0.01 0.18 0.02 -1.435
C 1.9638 1.5828 0.5408 0.16 -0.09 -0.08 -1.313
C -0.5598 0.8117 -0.0668 1.79 0.30 -0.55 0.047
O 1.6463 -0.7339 -0.1378 -0.73 0.14 -0.18 -0.405
O -0.6879 -1.1742 1.5483 0.04 0.56 -0.21 -0.576
O -0.7501 1.4077 1.0058 -0.01 -0.72 -0.07 -0.697
H -0.6303 -0.2646 1.9246 -0.15 -0.08 0.00 0.382
H 0.3024 -1.0980 -1.6627 -0.05 0.11 0.00 0.400
H 1.5760 0.8833 -1.4989 -0.02 -0.07 0.01 0.399
H -1.0091 1.0746 -1.0271 -0.18 -0.20 0.07 0.428
H -2.9084 -1.0589 0.0281 0.03 -0.01 -0.04 0.337
H -2.1234 -2.6206 -0.2276 0.02 0.06 0.02 0.376
H -2.0823 -1.3900 -1.5063 0.03 0.00 0.06 0.351
H 3.0440 1.4159 0.5353 -0.04 0.05 0.00 0.356
H 1.5758 1.4037 1.5419 -0.04 -0.01 -0.07 0.281
H 1.7532 2.6212 0.2803 0.03 -0.06 -0.01 0.359
```
Forces are in eV/Å.

Results
**Relative energy (zero: lowest compared OMol25 entry of this formula, charge and spin)**: 4.504 eV
**Charge**: 0

Entry 2:
ORCA calculation (ωB97M-V/def2-TZVPD) on a 2-piece molecular cluster, C6H10O5 overall at a distorted geometry.

Structure (XYZ):
```
21
Properties=species:S:1:pos:R:3:forces:R:3:mulliken_charge:R:1
C 3.2132 -0.0791 -0.1467 -0.06 0.45 -0.30 -0.078
C 1.8162 0.0960 0.0775 0.56 -0.11 0.10 -0.339
C 0.9685 -0.9147 0.1433 -3.21 0.62 0.82 0.693
C -1.5181 1.5455 0.4343 -1.95 0.50 -0.35 -1.252
C -1.5834 -0.8912 0.5454 2.99 -0.82 0.09 -0.230
C -1.9531 0.2978 -0.2873 0.70 1.02 0.43 0.228
O 3.9171 0.8892 -0.3778 0.50 -0.29 0.20 -0.603
O 1.4404 1.3992 0.1266 -3.80 -1.32 0.06 -0.563
O 1.2502 -2.1832 0.1971 -0.93 -2.95 0.00 -0.515
O -1.9001 -2.0147 -0.0936 0.33 -1.56 2.57 -0.461
O -1.2063 0.3022 -1.5460 0.62 0.07 0.90 -0.583
H 3.5101 -1.1116 -0.1234 0.90 -0.67 -0.12 0.386
H -1.7117 1.4512 1.4647 -0.24 -0.17 1.56 0.384
H -2.2095 2.3122 0.1031 0.47 0.69 -0.18 0.367
H -0.4776 1.7720 0.3281 0.16 0.20 -0.33 0.305
H -0.9881 -1.0552 1.5248 -1.90 0.87 -1.36 0.514
H -3.1058 0.2421 -0.4816 2.15 0.14 0.01 0.337
H 2.2088 1.8779 0.1146 3.37 2.17 -0.27 0.325
H 0.4344 -2.8093 0.2596 1.72 1.91 -0.31 0.376
H -1.8276 -1.7796 -0.9862 -0.17 0.25 -2.82 0.370
H -0.2775 0.6534 -1.2765 -2.21 -1.00 -0.70 0.337
```
Forces are in eV/Å.

Results
**Relative energy (zero: lowest compared OMol25 entry of this formula, charge and spin)**: 6.056 eV
**Charge**: 0

Entry 3:
ORCA calculation (ωB97M-V/def2-TZVPD) on C6H10O6Tm as an isolated structure at a distorted geometry.

Structure (XYZ):
```
23
Properties=species:S:1:pos:R:3:forces:R:3:mulliken_spin:R:1
O -0.8153 -1.1229 -2.4201 -0.46 2.20 1.60 0.028
C -1.7327 -0.8547 -1.6990 3.34 -4.54 -1.99 -0.014
O -1.8716 -1.1326 -0.3947 -1.63 1.27 1.47 0.054
C -0.7034 -1.3764 0.4550 0.98 -0.02 -0.39 0.054
C -0.5847 -0.3025 1.5127 -0.05 0.31 1.16 0.054
C -0.3787 1.1265 1.0124 -0.06 -0.15 -1.07 0.039
C 0.7667 1.3319 0.0544 0.51 0.08 0.07 0.012
O 2.0108 0.9022 0.7427 -1.32 -0.26 0.62 0.045
C 3.1184 0.8917 0.1453 1.66 0.51 -0.36 -0.048
O 3.2096 1.2493 -1.0854 -0.07 -0.04 -0.19 0.939
O 4.1627 0.5694 0.7989 -0.63 -0.10 0.10 0.067
H 0.1563 -1.4311 -0.2200 -0.18 -0.13 0.11 -0.005
H -0.8998 -2.3534 0.9066 0.08 0.03 0.14 0.027
H 0.2583 -0.6095 2.1487 -0.19 -0.16 -0.01 0.007
H -1.4771 -0.3245 2.1528 0.26 0.02 0.12 0.000
H -0.2506 1.7929 1.8751 -0.09 -0.08 0.32 0.039
H -1.2753 1.4832 0.4841 0.17 0.21 0.15 0.002
H 0.8952 2.3899 -0.1989 -0.10 -0.10 -0.08 0.016
H 0.6891 0.7301 -0.8596 0.02 0.20 -0.01 0.012
H 5.0090 0.6510 0.3219 0.45 -0.02 -0.13 -0.004
Tm -4.5182 -1.0923 -0.4463 0.95 -0.21 -0.53 1.676
O -2.9786 -1.0355 -2.1817 -2.70 -0.19 -2.26 -0.002
H -2.7901 -1.4826 -3.1050 -0.95 1.15 1.17 0.000
```
Forces are in eV/Å.

Results
**Total energy**: -1769.27197 Ha
**Spin multiplicity**: 4
**Expectation value of S²**: 3.76
**Charge**: +4

Entry 4:
ORCA calculation (ωB97M-V/def2-TZVPD) on C6H10OS in the gas phase at a distorted geometry.

Structure (XYZ):
```
18
Properties=species:S:1:pos:R:3:forces:R:3:mulliken_charge:R:1
C -1.8664 -1.4355 0.4283 -0.56 1.09 0.20 -1.504
C -0.5690 -1.0111 -0.2102 -1.07 -0.11 -2.39 0.186
O -0.7539 -0.0040 -1.3126 -0.10 -1.07 1.60 -0.436
C -0.8643 1.2657 -0.8882 -0.49 1.88 -0.33 -0.255
C -0.5876 1.8061 0.3158 0.42 -1.98 -1.66 -0.358
C 0.0673 0.9360 1.3230 -0.36 -1.26 0.03 -0.796
C 0.4674 -0.4860 0.7370 -0.22 1.62 -0.48 -0.215
S 1.9473 -0.2995 -0.3405 -0.33 0.36 -0.20 -0.197
H -2.6735 -1.7646 -0.2375 0.50 0.14 -0.08 0.351
H -1.6552 -2.2000 1.1337 0.32 -1.17 0.43 0.412
H -2.2454 -0.6594 1.0759 -0.40 0.61 -0.02 0.324
H -0.2646 -1.8614 -0.8430 0.55 0.27 0.67 0.356
H -1.2074 1.8903 -1.7290 0.07 -0.21 0.52 0.397
H -0.7015 2.8458 0.4726 -0.16 0.79 0.07 0.417
H 0.9751 1.3694 1.6968 0.48 0.33 0.23 0.379
H -0.6044 0.8218 2.1724 -0.01 -0.29 0.31 0.349
H 0.5471 -1.1611 1.5622 0.67 -0.54 0.35 0.465
H 2.8203 -0.9079 0.4107 0.67 -0.46 0.74 0.126
```
Forces are in eV/Å.

Results
**Relative energy (zero: lowest compared OMol25 entry of this formula, charge and spin)**: 1.282 eV
**SMILES string**: C[C@H]1OC=CC[C@@H]1S
**Charge**: 0

Entry 5:
ORCA calculation (ωB97M-V/def2-TZVPD) on C6H10OS in the gas phase at a distorted geometry.

Structure (XYZ):
```
18
Properties=species:S:1:pos:R:3:forces:R:3:mulliken_charge:R:1
C 2.0022 -2.0169 -0.2682 1.14 -1.92 -1.35 -0.448
C 0.9860 -1.3678 -0.1327 4.51 -4.48 -0.40 -1.032
C 0.0143 -0.4299 -0.0788 -3.96 3.97 1.01 1.681
C -0.1221 0.0389 1.4015 3.21 3.34 0.67 -1.148
O 0.3645 0.6400 -0.9863 -0.70 -0.01 0.74 -0.392
C 1.6920 1.1330 -0.7135 -1.18 -2.48 1.47 -0.664
S -1.5451 -1.2199 -0.6036 -0.18 0.84 0.04 -0.121
C -2.7502 0.1233 -0.3705 -2.61 3.30 0.16 -0.767
H 2.8690 -2.7282 -0.6687 -2.48 2.11 1.48 0.352
H -0.7955 0.8216 1.8359 -0.33 -0.81 -1.47 0.333
H -0.1663 -0.8005 2.0392 0.06 -0.99 0.67 0.407
H 0.9254 0.6398 1.6310 -2.23 -1.90 -0.35 0.243
H 1.9079 1.6926 -1.5400 1.08 1.01 -2.46 0.303
H 1.6721 1.8824 0.0964 0.31 -0.82 0.29 0.216
H 2.2256 0.1075 -0.6057 0.53 2.88 0.09 0.246
H -3.4078 0.0584 -1.3930 1.41 0.43 2.74 0.295
H -3.5046 0.0405 0.6027 2.05 -0.25 -2.58 0.264
H -2.3671 1.3852 -0.2456 -0.62 -4.22 -0.74 0.232
```
Forces are in eV/Å.

Results
**Relative energy (zero: lowest compared OMol25 entry of this formula, charge and spin)**: 5.861 eV
**SMILES string**: C#C[C@@](C)(OC)SC
**Charge**: 0

Entry 6:
ORCA calculation (ωB97M-V/def2-TZVPD) on C6H10OS in the gas phase at a distorted geometry.

Structure (XYZ):
```
18
Properties=species:S:1:pos:R:3:forces:R:3:mulliken_charge:R:1
C -1.5455 -0.2689 -1.8296 -0.43 2.67 -0.14 -1.012
C -0.7148 0.8599 -1.2011 -2.51 -0.27 -0.93 -0.287
S 0.9459 1.1524 -1.5569 -0.02 0.64 0.93 0.450
O 1.0145 2.6114 -1.7525 0.33 0.97 -1.01 -0.633
C 1.7956 1.0306 0.0023 -2.27 -1.57 -1.22 -0.597
C 1.4497 0.2132 0.9958 0.51 -0.59 2.71 -0.093
C 0.4511 -0.7148 0.9127 -1.84 -1.57 -0.90 0.238
C -0.2167 -1.2393 2.0983 0.57 -0.94 -0.44 -1.666
H -0.9054 -1.0718 -1.8842 0.90 -2.48 -0.23 0.401
H -1.9046 -0.0308 -2.9317 0.26 -0.33 2.44 0.298
H -2.3148 -0.3630 -1.0147 0.10 -0.51 -1.47 0.288
H -1.4353 1.7182 -1.1824 1.60 0.01 0.58 0.365
H 2.7216 1.3917 -0.0828 3.42 1.95 -0.25 0.476
H 1.9595 0.2393 2.0441 -0.68 0.30 -2.00 0.207
H 0.0672 -1.2120 -0.0152 0.90 0.93 0.66 0.275
H -1.2298 -1.3979 2.0037 -2.71 0.41 -0.87 0.425
H -0.1032 -0.6967 2.9528 0.53 2.03 2.24 0.464
H -0.0349 -2.2216 2.4415 1.37 -1.64 -0.11 0.401
```
Forces are in eV/Å.

Results
**Relative energy (zero: lowest compared OMol25 entry of this formula, charge and spin)**: 6.302 eV
**SMILES string**: CC=S(=O)=C/C=C/C
**Charge**: 0

Entry 7:
ORCA calculation (ωB97M-V/def2-TZVPD) on C6H10OS as an isolated structure at a distorted geometry.

Structure (XYZ):
```
18
Properties=species:S:1:pos:R:3:forces:R:3:mulliken_charge:R:1
C -0.5471 -0.4896 0.5736 -3.68 -2.05 -2.90 0.814
C 0.7258 -0.8789 1.1389 0.82 -2.54 5.92 -0.573
C 1.6840 0.2273 0.8063 -0.42 2.60 0.31 -0.906
C 0.7004 1.3079 0.0693 -0.15 -0.71 -1.90 -0.070
C -0.7183 1.0361 0.6466 0.14 2.02 2.51 -0.933
C -0.5599 -0.7952 -1.0200 -1.35 -0.08 1.08 -0.615
H -1.1599 -2.1135 1.8860 -2.28 3.63 -4.21 0.385
H 0.3620 -0.7131 2.3214 1.38 -0.56 -2.34 0.256
H 1.0839 -2.1318 1.2239 -1.06 3.91 -1.10 0.225
H 2.5310 -0.0573 0.2390 0.48 -0.31 -1.23 0.311
H 2.1835 0.7511 1.6680 -0.86 -0.62 -0.33 0.335
H 1.0991 2.3640 0.0228 -0.61 -1.33 -0.09 0.431
H -1.6837 1.3289 0.1207 1.74 -0.15 0.04 0.282
H -0.7672 1.7380 1.6390 0.02 -2.62 -1.43 0.251
H 0.0451 -1.7593 -1.0718 -1.34 1.05 -0.62 0.321
H -1.6609 -0.7044 -1.4520 2.25 -1.29 1.16 0.362
O -1.6250 -1.3628 0.9401 2.30 -2.92 5.12 -0.655
S 0.2036 0.6096 -1.7129 2.62 1.95 0.01 -0.221
```
Forces are in eV/Å.

Results
**Relative energy (zero: lowest compared OMol25 entry of this formula, charge and spin)**: 4.651 eV
**Charge**: 0

Entry 8:
ORCA calculation (ωB97M-V/def2-TZVPD) on C6H10OS in the gas phase at a distorted geometry.

Structure (XYZ):
```
18
Properties=species:S:1:pos:R:3:forces:R:3:mulliken_charge:R:1
C 3.2786 0.1770 0.0422 3.22 3.69 -0.49 -0.465
C 2.1333 -0.4033 0.1923 -1.29 -1.44 0.68 -0.127
S 0.9149 -0.3981 -1.1008 -0.28 -0.82 1.08 -0.196
C -0.5881 -0.2979 -0.1303 -2.63 1.24 0.40 0.595
C -0.8796 1.1135 0.4605 0.13 0.26 -0.52 -0.889
O -0.9657 2.1340 -0.5486 -0.22 -0.60 0.97 -0.473
C -1.5586 -1.3654 0.5135 -0.38 2.62 -0.26 -0.631
C -1.8592 -0.8053 -0.8581 -0.04 0.25 -1.32 -0.538
H 3.9742 0.3469 0.9472 -0.92 -0.78 -1.76 0.230
H 3.5203 0.8475 -0.9041 -0.47 -1.59 2.04 0.194
H 1.9988 -0.9889 1.1288 -0.55 0.46 -0.83 0.291
H -1.8731 1.1482 0.8267 -0.99 -0.54 0.78 0.374
H -0.2263 1.4408 1.2924 0.13 -0.39 -0.48 0.314
H -0.1415 2.0091 -0.9774 1.35 0.39 -1.29 0.343
H -1.1995 -2.3439 0.5573 0.24 -1.46 0.14 0.288
H -2.2414 -1.0125 1.3393 1.29 -0.44 -0.76 0.209
H -2.7321 -0.0142 -1.1521 2.29 -2.27 0.97 0.212
H -1.5549 -1.5875 -1.6287 -0.90 1.42 0.64 0.268
```
Forces are in eV/Å.

Results
**Relative energy (zero: lowest compared OMol25 entry of this formula, charge and spin)**: 3.158 eV
**SMILES string**: C=CSC1(CO)CC1
**Charge**: 0